Entry 1:
58
Properties=species:S:1:pos:R:3:forces:R:3:nbo_charge:R:1 method="wB97M-V/def2-TZVPD" charge=+1 e_lumo_ev=-2.6 multiplicity=1 homo_ha=-0.374
In 0.50882 -0.01265 0.52648 0.0 0.1 0.2 1.8346
O 1.64812 0.92275 -0.94336 0.0 0.0 -0.1 -0.8193
C 2.39064 0.46503 -1.91225 0.0 0.0 -0.1 0.3951
C 3.05014 1.40008 -2.74212 0.0 0.0 0.0 -0.2589
C 3.80588 0.99947 -3.81622 0.0 0.0 0.0 -0.1510
C 3.96579 -0.35827 -4.12713 0.0 0.0 0.0 -0.2776
C 3.36050 -1.28590 -3.32402 0.0 0.0 0.0 -0.1205
C 2.56104 -0.91299 -2.21918 0.1 0.0 -0.1 -0.2730
C 2.06454 -1.98857 -1.41013 0.0 -0.1 0.0 0.2137
N 1.26769 -1.92031 -0.40438 0.0 0.0 0.0 -0.5846
C 1.04924 -3.14344 0.37972 0.0 0.0 0.0 -0.2381
C 0.01208 -2.87620 1.46757 0.0 0.0 0.0 -0.2358
N 0.32924 -1.60853 2.08827 0.0 0.0 0.0 -0.5834
C 0.42647 -1.47157 3.35838 0.0 0.1 0.0 0.2178
C 0.76140 -0.25209 4.04114 0.0 0.1 -0.1 -0.2641
C 0.68880 -0.28099 5.44971 0.0 0.0 0.0 -0.1239
C 0.98258 0.81712 6.21273 0.0 0.0 0.0 -0.2750
C 1.37692 1.99444 5.56166 0.0 0.0 0.0 -0.1538
C 1.47153 2.05592 4.19334 0.0 0.0 0.0 -0.2424
C 1.17137 0.94349 3.37925 0.0 -0.1 0.1 0.4015
O 1.32042 1.07820 2.08376 -0.1 0.0 0.0 -0.8201
H 2.94195 2.44700 -2.48968 0.0 0.0 0.0 0.2233
H 4.29528 1.74813 -4.42673 0.0 0.0 0.0 0.2235
H 4.57213 -0.66342 -4.96767 0.0 0.0 0.0 0.2279
H 3.49545 -2.34320 -3.52418 0.0 0.0 0.0 0.2117
H 2.44994 -2.97615 -1.68443 0.0 0.0 0.0 0.1801
H 1.99193 -3.42929 0.85215 0.0 0.0 0.0 0.2096
H 0.72647 -3.96346 -0.26562 0.0 0.0 0.0 0.2092
H -0.00681 -3.69990 2.18586 0.0 0.0 0.0 0.2102
H -0.98261 -2.79910 1.01465 0.0 0.0 0.0 0.2033
H 0.23729 -2.34264 3.99369 0.0 0.0 0.0 0.1783
H 0.38821 -1.20726 5.92710 0.0 0.0 0.0 0.2088
H 0.91960 0.77783 7.29057 0.0 0.0 0.0 0.2245
H 1.61677 2.87302 6.14751 0.0 0.0 0.0 0.2206
H 1.78819 2.96102 3.69225 0.0 0.0 0.0 0.2214
C -0.79678 1.67474 -2.82068 0.0 0.0 0.0 -0.4235
N -1.87473 0.69033 -3.12523 0.0 0.0 0.0 -0.3334
C -3.17425 1.37367 -3.37056 0.0 0.0 0.0 -0.4199
C -1.95714 -0.41915 -2.07435 0.0 0.0 0.0 -0.2175
C -2.47600 0.05468 -0.74813 0.0 0.0 0.0 -0.1305
C -3.86131 0.12303 -0.57626 0.0 0.0 0.0 -0.2056
C -4.40539 0.61014 0.59883 0.0 0.0 0.0 -0.2074
C -3.55918 1.02441 1.61694 0.0 0.0 0.0 -0.1800
C -2.18502 0.90895 1.46432 0.0 0.0 0.0 -0.2118
C -1.60472 0.41617 0.28961 -0.1 0.0 0.0 -0.4626
H -0.82881 2.46865 -3.56254 0.0 0.0 0.0 0.2271
H 0.15854 1.16272 -2.85774 0.1 0.0 0.1 0.2484
H -0.96223 2.07243 -1.82352 0.0 0.0 0.0 0.2493
H -1.61385 0.22399 -3.99354 0.0 0.0 0.0 0.4248
H -3.44628 1.93000 -2.47887 0.0 0.0 0.0 0.2462
H -3.93661 0.63165 -3.59247 0.0 0.0 0.0 0.2279
H -3.05159 2.04821 -4.21392 0.0 0.0 0.0 0.2321
H -0.94396 -0.81652 -1.99713 0.0 0.0 0.0 0.2315
H -2.60507 -1.17659 -2.51659 0.0 0.0 0.0 0.2228
H -4.52344 -0.21991 -1.36428 0.0 0.0 0.0 0.2064
H -5.47884 0.65792 0.72339 0.0 0.0 0.0 0.2283
H -3.97105 1.41174 2.53983 0.0 0.0 0.0 0.2291
H -1.54926 1.20115 2.29421 0.0 0.0 0.0 0.2246



Entry 2:
61
Properties=species:S:1:pos:R:3:forces:R:3:mulliken_spin:R:1 method="wB97M-V/def2-TZVPD" s2=0.7843 charge=+2 e_lumo_ev="-6.7 / -8.3" multiplicity=2 homo_ha="-0.501 / -0.501"
Ir -2.36091 -0.27951 0.14779 0.2 -0.1 0.5 0.0022
C -5.87038 2.32694 3.75239 0.0 0.0 0.0 0.0000
C -4.38620 2.65133 3.78888 0.0 0.0 0.0 0.0000
N -3.84462 2.97065 2.46602 0.0 0.0 0.0 -0.0001
C -3.42801 2.10592 1.55247 -0.1 0.1 -0.2 0.0000
S -3.44345 0.36173 1.97643 -0.1 0.0 -0.3 0.0002
N -3.08203 2.55306 0.36506 0.0 -0.1 0.2 0.0000
N -2.71498 1.55756 -0.49032 -0.1 0.1 0.2 -0.0003
C -2.65042 1.78875 -1.76287 0.0 0.0 0.0 0.0003
C -2.94988 3.10364 -2.38284 0.0 0.1 0.0 0.0000
C -2.28542 0.61642 -2.56759 0.1 -0.1 -0.1 -0.0003
C -2.20883 0.63512 -3.94960 0.0 0.0 0.0 0.0001
C -1.91987 -0.54080 -4.62527 0.0 0.0 -0.1 -0.0001
C -1.71249 -1.70494 -3.90702 0.0 -0.1 0.0 0.0001
C -1.79772 -1.66286 -2.52709 0.0 0.0 0.0 0.0001
N -2.06884 -0.53193 -1.87739 -0.2 0.1 -0.1 -0.0002
H -6.23191 2.13573 4.76199 0.0 0.0 0.0 0.0000
H -6.06489 1.44032 3.14843 0.0 0.0 0.0 0.0000
H -6.44208 3.15764 3.33936 0.0 0.0 0.0 0.0000
H -3.81089 1.82435 4.20499 0.0 0.0 0.0 0.0000
H -4.19295 3.51951 4.41706 0.0 0.0 0.0 0.0000
H -3.90751 3.92901 2.15109 0.0 0.0 0.0 0.0000
H -3.31743 3.79879 -1.63594 0.0 0.0 0.0 0.0000
H -3.69558 2.98974 -3.17064 0.0 0.0 0.0 0.0000
H -2.04615 3.51629 -2.83767 0.0 0.0 0.0 0.0000
H -2.38765 1.55399 -4.48890 0.0 0.0 0.0 0.0000
H -1.86655 -0.54637 -5.70537 0.0 0.0 0.0 0.0000
H -1.49461 -2.64094 -4.40037 0.0 0.0 0.0 0.0000
H -1.65611 -2.54580 -1.91807 0.0 0.0 0.0 -0.0002
C 5.39295 2.07219 -1.29491 0.0 0.0 0.0 -0.0029
C 4.94932 0.66858 -1.00573 0.0 0.0 0.0 -0.0372
C 5.74639 -0.40815 -1.41203 0.0 0.0 0.0 0.2438
C 5.37917 -1.74032 -1.17888 0.0 0.0 0.0 -0.0266
C 4.22583 -2.01489 -0.50606 0.0 0.0 0.0 0.1518
C 3.41270 -0.94027 -0.04505 0.0 0.0 0.0 0.1212
N 2.26443 -1.18824 0.61913 0.0 0.1 0.0 0.3216
C 1.87337 -2.36587 1.26937 -0.1 -0.1 0.1 -0.0337
C 2.81250 -3.15656 1.92542 0.0 0.0 0.0 0.1042
C 2.41348 -4.30983 2.58233 0.0 0.0 0.0 -0.0364
C 1.07705 -4.67877 2.61124 0.0 0.0 0.0 0.0682
C 0.12918 -3.87089 2.00313 0.0 0.0 0.0 -0.0183
C 0.50675 -2.70892 1.33845 0.1 -0.1 0.0 0.0375
C -0.57051 -1.88120 0.77783 0.0 0.2 -0.1 -0.0033
O -1.78178 -2.20760 0.84070 0.0 0.0 0.0 0.0075
O -0.35426 -0.72021 0.23652 0.1 -0.2 0.0 -0.0039
C 3.76410 0.42146 -0.32577 0.1 0.0 0.0 0.1561
C 2.92907 1.57991 0.12873 0.0 0.0 0.0 -0.0191
H 6.32287 2.07870 -1.85781 0.0 0.0 0.0 -0.0021
H 5.55518 2.62996 -0.37055 0.0 0.0 0.0 -0.0018
H 4.64332 2.61425 -1.87329 0.0 0.0 0.0 -0.0023
H 6.66749 -0.20158 -1.94197 0.0 0.0 0.0 0.0028
H 5.99687 -2.54400 -1.55421 0.0 0.0 0.0 0.0020
H 3.89134 -3.03267 -0.37227 0.0 0.0 0.0 -0.0023
H 1.56572 -0.45072 0.62289 0.0 0.0 0.0 -0.0552
H 3.84680 -2.84472 1.96039 0.0 0.0 0.0 -0.0012
H 3.15426 -4.91089 3.09170 0.0 0.0 0.0 0.0002
H 0.76895 -5.57647 3.12816 0.0 0.0 0.0 0.0012
H -0.92090 -4.12464 2.04602 0.0 0.0 0.0 0.0031
H 2.02738 1.31523 0.67608 0.0 0.0 0.0 0.0025
H 2.63330 2.18708 -0.72845 0.0 0.0 0.0 0.0106
H 3.51602 2.22670 0.78389 0.0 0.0 0.0 0.0101



Entry 3:
67
Properties=species:S:1:pos:R:3:forces:R:3:nbo_charge:R:1 method="wB97M-V/def2-TZVPD" charge=-1 e_lumo_ev=2.4 multiplicity=1 relative_energy_kj_mol=186.8 homo_ha=-0.175
K -0.50409 0.52848 0.79284 0.4 -0.8 -2.0 0.8943
O -1.57107 4.83966 -0.17793 -0.2 0.2 0.1 -0.6895
C -1.19410 3.71047 0.42768 0.1 0.0 -0.1 0.7944
O -0.40452 2.94208 -0.04843 -0.1 0.3 0.1 -0.6059
C -1.82580 3.48952 1.78534 0.0 0.0 0.0 -0.1581
O -1.79013 2.11267 2.00103 -0.5 0.9 0.6 -0.5482
C -2.07503 1.68343 3.31842 -0.2 -0.6 0.2 -0.1934
C -2.05415 0.11282 3.35299 -0.2 0.2 0.3 0.7587
O -2.15253 -0.39373 4.47452 0.0 0.2 0.0 -0.7265
O -1.95998 -0.44192 2.22996 -1.0 -0.7 1.1 -0.8267
H -1.15555 4.86168 -1.06323 0.1 -0.1 0.0 0.5206
H -2.84446 3.89321 1.80515 0.0 0.0 0.0 0.1904
H -1.22312 4.03484 2.52674 0.0 0.0 0.0 0.1919
H -3.07198 2.01307 3.63659 0.0 0.0 0.0 0.1747
H -1.34177 2.06711 4.03733 0.0 0.0 -0.1 0.1761
C 3.23891 -2.53997 -1.51832 -0.1 0.0 0.0 -0.6840
C 1.92811 -1.79640 -1.56038 0.4 0.0 0.5 0.1095
N 1.52411 -1.07263 -0.56367 -0.4 0.3 -0.7 -0.2228
N 2.23965 -1.14096 0.56018 0.4 -0.5 0.7 -0.5082
C 2.13333 -0.13936 1.44157 0.6 0.1 -0.6 0.5720
O 1.73149 1.02007 1.21612 1.0 0.2 0.4 -0.7418
C 2.65077 -0.50324 2.80336 0.0 0.1 0.1 -0.0370
C 2.16326 0.18620 3.90894 0.0 0.0 -0.1 -0.1915
C 2.57885 -0.14872 5.18778 0.0 0.0 0.1 -0.2232
C 3.50369 -1.16612 5.37348 0.0 0.0 0.0 -0.2106
C 4.01289 -1.84324 4.27336 0.0 0.0 0.0 -0.2366
C 3.58420 -1.51860 2.99568 0.0 0.0 0.0 -0.1943
C 1.06023 -1.99756 -2.72684 -0.4 0.0 -0.4 0.1877
C 1.37826 -2.97539 -3.68293 0.1 0.0 0.1 -0.2630
C 0.52251 -3.20903 -4.74171 -0.1 0.0 0.0 -0.1713
C -0.65311 -2.48190 -4.84118 0.1 0.0 0.0 -0.2914
C -0.89012 -1.51870 -3.87274 0.1 0.2 0.1 0.0626
N -0.06275 -1.27335 -2.86438 0.2 0.3 0.2 -0.4456
H 3.77174 -2.24063 -0.61997 0.0 -0.1 0.0 0.2537
H 3.85004 -2.30566 -2.39348 0.0 -0.1 0.0 0.2046
H 3.08003 -3.62136 -1.48926 0.1 0.0 0.0 0.2082
H 1.44554 0.98104 3.75075 0.0 0.0 0.0 0.2229
H 2.17770 0.37667 6.04551 0.0 0.0 0.0 0.2062
H 3.82795 -1.43294 6.37231 0.0 0.0 0.0 0.1980
H 4.74303 -2.63169 4.41288 0.0 0.0 0.0 0.1993
H 3.96607 -2.04534 2.13280 0.0 0.0 0.0 0.2239
H 2.28902 -3.54928 -3.58667 0.0 0.0 0.0 0.2147
H 0.76642 -3.95525 -5.48854 0.0 0.0 0.0 0.2052
H -1.34743 -2.63512 -5.65558 0.0 0.0 0.0 0.2110
H -1.76561 -0.87931 -3.91408 0.0 0.0 0.0 0.2071
S -1.53676 2.67171 -3.70105 -0.1 -0.2 0.0 -0.2474
C -0.12887 2.88264 -2.84749 -0.2 -0.2 -0.2 0.2443
N 0.58233 1.79253 -2.37081 0.0 -0.1 0.2 -0.5496
C 1.77108 1.92997 -1.77236 0.3 0.1 0.0 0.1587
C 2.35272 3.16488 -1.66925 0.0 -0.1 0.0 -0.3715
C 1.56509 4.24542 -2.07409 -0.1 -0.1 -0.1 0.1289
N 0.37381 4.12945 -2.60995 0.1 0.1 0.1 -0.5322
H 0.15984 0.84592 -2.39107 0.0 0.4 -0.2 0.4822
H 2.22695 1.03635 -1.37593 -0.1 -0.1 0.0 0.2508
H 3.32685 3.29479 -1.22653 0.0 0.0 0.1 0.2284
H 1.91862 5.26438 -1.93471 0.0 0.0 0.0 0.1849
C -4.25690 -2.02147 0.72885 0.1 0.0 0.1 -0.4192
N -4.20057 -1.34964 -0.56703 0.0 -0.1 0.2 -0.4703
C -4.85387 -2.01125 -1.67723 0.0 0.0 -0.1 -0.3872
C -3.23371 -0.47522 -0.80812 0.0 0.2 -0.1 0.4671
N -2.44775 0.34061 -1.04318 -0.2 -0.2 -0.1 -0.4339
H -3.97070 -3.07336 0.62398 0.0 0.0 0.0 0.1798
H -5.27245 -1.97016 1.12902 0.0 0.0 -0.1 0.1848
H -3.56455 -1.54588 1.42335 0.0 0.0 0.0 0.2883
H -4.45405 -3.01979 -1.83101 0.0 0.0 0.0 0.1842
H -4.71463 -1.43506 -2.58940 0.0 0.0 0.0 0.2179
H -5.92302 -2.09245 -1.46996 0.0 0.0 0.0 0.1929



no.,total energy (eV)
1,-40097.368
2,-51569.846
3,-76241.494